# 1
A molecular structure, C4H6O2, computed with ωB97M-V/def2-TZVPD.

Last column: Löwdin charge in e.
Cartesian coordinates (Å):
C 1.42765 -0.33883 -0.01368  -0.043
C -0.06427 -0.33852 0.30081  -0.226
C -0.84312 0.97251 0.49525  -0.097
O -1.74892 0.61275 -0.58583  0.048
C -1.02597 -0.50848 -0.87022  -0.468
O -1.18272 -1.27704 -1.76758  0.145
H 1.77548 0.65499 -0.31581  0.082
H 2.01758 -0.65518 0.85075  0.076
H 1.63252 -1.03328 -0.83484  0.086
H -0.30484 -1.07572 1.07408  0.151
H -0.29526 1.88261 0.23491  0.123
H -1.38813 1.10419 1.43217  0.121

The LUMO energy comes out at 0.0317 Eh. Its spin multiplicity is 1. Its energy relative to the best compared isomer or geometry (same formula, charge and spin) is 15.6 kcal/mol. The calculation puts the HOMO-LUMO gap at 11.34 eV. Its highest occupied orbital energy is -10.48 eV. As for the charge: 0.

=====

# 2
14 unconnected molecules or ions with the total composition C50H83ClF7NO28P at a distorted geometry, computed with ωB97M-V/def2-TZVPD.

Last column: Löwdin charge in e.
Cartesian coordinates (Å):
C 1.44992 2.47977 1.78994  -0.050
C 1.25097 1.02390 1.36109  -0.174
C -0.09575 0.75133 0.61740  -0.073
N -0.14943 -0.54349 -0.14552  -0.188
C 0.88984 -0.60288 -1.26369  0.065
C -1.56388 -0.67958 -0.69491  -0.094
C -1.79670 -2.15279 -0.80818  -0.155
C -0.70701 -2.88547 -0.00603  -0.120
C 0.01102 -1.79779 0.72119  -0.105
H 0.72125 2.89431 2.48458  0.062
H 1.60926 3.12119 0.92482  0.056
H 2.37311 2.58716 2.36935  0.067
H 1.29570 0.38190 2.24258  0.047
H 2.05432 0.70395 0.69451  0.102
H -0.22451 1.42649 -0.22127  0.099
H -0.92606 0.84137 1.31497  0.132
H 0.64786 -1.46237 -1.88549  0.098
H 1.84713 -0.81579 -0.79906  0.082
H 0.82536 0.35390 -1.77617  0.100
H -1.87722 -0.20132 -1.62376  0.119
H -2.27116 -0.28108 0.03346  0.108
H -1.88515 -2.50987 -1.83514  0.107
H -2.78052 -2.34572 -0.38267  0.080
H -0.05861 -3.49480 -0.63275  0.090
H -1.28566 -3.53189 0.65192  0.116
H 1.06789 -1.98615 0.90662  0.100
H -0.45525 -1.51457 1.66562  0.095
P -3.71749 -1.36849 2.42921  0.280
F -3.32517 -2.68827 3.26851  -0.141
F -3.46423 -0.52799 3.81319  -0.229
F -2.13734 -1.16320 2.03184  -0.215
F -4.16638 0.03472 1.73057  -0.124
F -3.82651 -2.27316 1.09820  -0.141
F -5.28530 -1.71162 2.79538  -0.162
Cl -1.11525 3.19242 -2.41090  0.630
O -1.73155 4.27840 -3.11128  -0.340
O -1.62143 3.23782 -1.06253  -0.383
O -1.67566 1.99124 -2.98847  -0.394
O 0.33121 3.11364 -2.49574  -0.372
C -2.19458 4.44045 2.67206  -0.015
O -1.06101 4.71986 3.51988  -0.010
C -0.81310 3.80032 4.46094  -0.622
O -1.57242 2.96644 4.88606  0.136
O 0.47560 3.92629 4.77674  -0.040
C 0.98154 3.29883 5.96640  -0.009
H -2.57723 5.42019 2.39297  0.093
H -3.03629 3.94299 3.15120  0.092
H -1.83782 3.85725 1.82500  0.089
H 0.82939 2.22189 5.96752  0.080
H 0.53504 3.89452 6.76142  0.108
H 2.04890 3.50102 5.97385  0.077
C -6.50966 -4.13571 -3.05894  -0.030
O -6.42015 -3.12911 -2.06295  -0.013
C -5.32286 -2.35199 -2.02424  -0.578
O -4.37582 -2.40600 -2.77270  0.131
O -5.26808 -1.51738 -0.99609  -0.036
C -6.41480 -1.36423 -0.15006  -0.029
H -6.50233 -3.59386 -4.00873  0.075
H -7.44021 -4.69607 -3.03897  0.094
H -5.65020 -4.80383 -3.09949  0.099
H -7.20216 -1.06111 -0.84415  0.106
H -6.26195 -0.50371 0.49413  0.063
H -6.60857 -2.28685 0.38920  0.103
C -2.36620 -0.47049 -4.93827  -0.041
O -3.08823 -1.52111 -5.55762  -0.010
C -4.31118 -1.24620 -6.03065  -0.616
O -4.78031 -0.15162 -6.15902  0.141
O -4.88989 -2.40636 -6.34676  -0.004
C -6.27966 -2.34367 -6.62127  -0.066
H -2.72666 -0.24775 -3.93647  0.075
H -2.34963 0.35317 -5.65247  0.104
H -1.31094 -0.72457 -4.83216  0.079
H -6.75409 -1.87047 -5.75973  0.094
H -6.67903 -3.35830 -6.60892  0.086
H -6.57493 -1.89087 -7.56572  0.095
C -4.60050 1.50203 -1.25700  -0.018
O -5.65176 2.40997 -1.61751  0.034
C -6.71220 2.69777 -0.87063  -0.606
O -7.52460 3.53127 -1.15445  0.133
O -6.66289 1.93666 0.22895  -0.052
C -7.57785 2.02532 1.32134  -0.030
H -3.89158 1.14083 -2.00041  0.081
H -4.91804 0.65359 -0.66587  0.048
H -3.94065 2.08279 -0.60682  0.091
H -7.54773 3.00861 1.79175  0.096
H -7.27674 1.38659 2.15139  0.089
H -8.55725 1.71071 0.96650  0.096
C 4.21285 6.12275 8.56591  -0.047
O 3.45498 5.68388 7.45911  0.013
C 3.72148 6.17637 6.26165  -0.612
O 4.58657 6.96682 5.95692  0.114
O 2.82198 5.66072 5.43180  -0.023
C 2.89845 5.98446 4.01814  0.005
H 4.60594 5.26072 9.10516  0.092
H 3.64313 6.63042 9.34735  0.091
H 4.98633 6.81914 8.24671  0.091
H 3.93232 6.09344 3.68576  0.091
H 2.51779 6.98254 3.80750  0.101
H 2.41461 5.14271 3.53651  0.083
C -1.57038 -0.48985 4.30199  -0.083
O -0.35965 0.01300 4.78878  0.063
C 0.75237 -0.23361 4.16643  -0.592
O 0.89229 -0.94695 3.19373  0.060
O 1.75632 0.37901 4.79192  -0.013
C 3.10683 0.21197 4.41379  -0.025
H -1.81596 -0.03661 3.33334  0.090
H -2.46074 -0.19622 4.85132  0.111
H -1.49979 -1.54945 4.05551  0.107
H 3.19809 0.57264 3.38927  0.087
H 3.32969 -0.84679 4.56875  0.092
H 3.82441 0.71171 5.06132  0.096
C 5.73999 -0.89260 0.22340  -0.021
O 4.57025 -0.43392 -0.44639  -0.007
C 4.70568 0.03655 -1.66496  -0.618
O 5.72916 0.09255 -2.31226  0.117
O 3.47285 0.36631 -2.08640  -0.049
C 3.22638 1.13740 -3.25497  -0.022
H 6.33790 -0.00090 0.41086  0.103
H 6.24659 -1.69330 -0.30880  0.086
H 5.50386 -1.27283 1.21726  0.092
H 2.26683 0.89763 -3.70303  0.097
H 3.97703 0.85850 -4.00042  0.084
H 3.41580 2.20046 -3.11071  0.093
C 5.85896 -4.69211 -0.95854  -0.048
O 5.33054 -4.67069 0.34228  0.027
C 4.22188 -4.00734 0.56093  -0.634
O 3.49422 -3.52989 -0.28351  0.109
O 4.00529 -3.97676 1.86442  0.023
C 2.93280 -3.17814 2.32377  -0.048
H 6.86648 -5.09978 -0.96454  0.099
H 6.01833 -3.66168 -1.29666  0.077
H 5.25945 -5.08120 -1.78175  0.100
H 3.06235 -2.11299 2.12249  0.084
H 2.99621 -3.13110 3.41243  0.094
H 1.94418 -3.54981 2.06466  0.096
F 0.20683 -2.32325 -6.15359  0.059
C 1.37434 -2.47379 -5.48902  -0.254
C 2.54171 -1.83991 -5.91780  -0.001
C 3.66320 -1.90926 -5.06955  -0.088
C 3.59183 -2.44878 -3.80814  -0.096
C 2.45607 -3.12884 -3.36058  -0.075
C 1.37165 -3.09389 -4.22278  -0.024
H 2.60395 -1.37949 -6.89340  0.112
H 4.63389 -1.55327 -5.38703  0.109
H 4.45912 -2.56193 -3.16872  0.097
H 2.38547 -3.66325 -2.42512  0.074
H 0.43761 -3.54394 -3.90378  0.105
C 4.43749 5.85939 -2.61340  -0.089
C 3.21055 5.46939 -2.06190  -0.077
C 3.21711 4.51163 -1.06799  -0.089
C 4.39861 3.82673 -0.75170  -0.089
C 5.61230 4.27731 -1.26360  -0.113
C 5.64146 5.27580 -2.20298  -0.109
H 4.49584 6.70942 -3.28093  0.094
H 2.31927 6.00801 -2.35018  0.109
H 2.25129 4.17050 -0.71957  0.078
H 4.41696 3.02796 -0.02154  0.095
H 6.54712 3.86227 -0.90765  0.098
H 6.56915 5.74201 -2.50706  0.096
C -0.90606 -6.40941 0.31662  -0.104
C -1.53686 -6.28117 -0.90144  -0.090
C -0.79616 -5.92339 -2.03835  -0.072
C 0.57137 -5.71640 -1.86268  -0.114
C 1.21563 -5.97704 -0.64796  -0.101
C 0.48354 -6.29241 0.45833  -0.091
H -1.52991 -6.44808 1.20080  0.106
H -2.61694 -6.33802 -0.92999  0.102
H -1.27235 -5.68417 -2.97910  0.103
H 1.14394 -5.47995 -2.74947  0.082
H 2.27564 -5.76703 -0.71848  0.092
H 0.93205 -6.44439 1.43089  0.103

The LUMO energy comes out at 0.0600 Eh. Its spin multiplicity is 1. The calculation puts the HOMO-LUMO gap at 8.39 eV. Its highest occupied orbital energy is -6.75 eV. As for the charge: -1.

=====

# 3
2 unconnected molecules or ions with the total composition C4H8O2, computed with ωB97M-V/def2-TZVPD.

Last column: Löwdin charge in e.
Cartesian coordinates (Å):
C -1.03533 -0.42198 -0.46208  -0.047
C -1.45946 0.82980 -0.57718  -0.281
O -2.48770 1.37684 0.09296  0.026
H -1.34452 -1.10351 0.32637  0.085
H -0.43120 -0.75904 -1.28298  0.067
H -0.96441 1.53512 -1.24131  0.122
H -2.92174 0.65863 0.57493  0.111
C 1.79523 0.75712 -0.02117  -0.065
C 1.08139 -0.25656 0.83651  -0.396
O 0.51314 0.00778 1.87079  0.016
H 1.32858 1.74176 0.05296  0.081
H 1.88282 0.45204 -1.07011  0.078
H 2.80473 0.81910 0.39872  0.084
H 1.23300 -1.31114 0.51270  0.119

The LUMO energy comes out at 0.0333 Eh. Its spin multiplicity is 1. Its energy relative to the best compared isomer or geometry (same formula, charge and spin) is 54.7 kcal/mol. The calculation puts the HOMO-LUMO gap at 9.92 eV. Its highest occupied orbital energy is -9.01 eV. As for the charge: 0.